(1)
Here is a molecular structure, C12H14HfI2N2 in a non-equilibrium geometry from the OMol25 dataset. Energies are from wB97M-V/def2-TZVPD.

Results
DFT total energy ... -33144.959 eV
LUMO ... -9.0 eV
Total charge ... +2
Multiplicity ... 1

Positions of all 31 atoms, in Å:
H: -0.164088 1.059420 -5.572823
H: 0.093139 3.565164 -5.303374
I: 2.580080 -0.234403 -0.445003
Hf: -0.086952 -0.034420 -0.930023
H: 1.225082 1.359176 2.752843
H: 1.187305 -1.232708 3.380536
C: -0.118882 1.570013 -4.592580
C: 0.054289 2.747418 -2.032504
H: 0.147714 3.071443 -0.994499
H: -0.510608 -1.166562 3.361972
H: -0.254496 1.422804 3.669499
C: -0.599014 -2.979894 -4.406570
I: -2.586654 0.086528 0.187579
C: -0.484918 -1.606543 -4.577464
H: -0.471674 -1.106050 -5.548862
C: -0.454574 -2.777708 -2.034265
C: 0.034356 2.950741 -4.410342
C: 0.288786 0.832410 2.949780
H: -0.199436 1.072284 1.937385
C: 0.350941 -0.662539 2.995099
H: -0.414872 -3.127947 -0.983560
H: -0.698732 -3.602517 -5.287702
C: -0.374767 -0.762143 -3.491128
H: 0.197374 -0.965152 1.969561
H: 0.279968 4.638237 -3.013546
C: -0.584059 -3.595544 -3.145102
C: 0.141379 3.561783 -3.153840
N: -0.381465 -1.445610 -2.262736
C: -0.230487 0.742281 -3.487090
N: -0.200932 1.415880 -2.263445
H: -0.669803 -4.680342 -2.999895

Atoms 1-6, force components in eV/Å:
0.1 1.0 0.4
0.0 0.0 0.1
-0.6 0.1 0.0
0.4 0.1 6.1
0.4 -0.4 0.6
0.5 0.6 0.2



(2)
Here is 11 unconnected molecules or ions with the total composition BF4H20O10 in a non-equilibrium geometry from the OMol25 dataset. Energies are from wB97M-V/def2-TZVPD.

Results
DFT total energy ... -32355.711 eV
LUMO ... 2.6 eV
Total charge ... -1
Multiplicity ... 1
Energy above the lowest of the compared OMol25 structures with the same formula, charge and spin ... 105.44 kJ/mol

Positions of all 35 atoms, in Å:
H: -1.924126 -2.157606 -1.947211
H: -1.431664 2.566874 -1.630944
H: -1.263187 3.958499 -2.202678
F: -1.527584 0.651582 0.366766
O: -1.597666 3.523308 2.017492
H: 2.636906 1.536466 -2.092942
O: 1.469911 -2.153921 -2.623803
B: -0.406939 -0.154554 0.322091
F: -0.720187 -1.279065 0.919755
O: 2.387811 0.626169 -2.252784
H: -2.546004 0.888429 -1.043630
H: 1.661066 0.466941 -1.650523
H: -0.195368 -4.020297 0.395714
H: 3.737237 1.559977 1.282249
O: -2.432070 -2.057670 -1.142087
H: 1.657772 -1.204780 1.236065
F: 0.671880 0.425258 0.998350
H: -3.509157 1.759711 -1.821518
H: -1.776459 -2.044530 -0.444777
O: 2.315618 -1.899745 1.258488
H: -2.005315 2.661271 2.100823
O: -1.128290 0.316204 3.496941
H: -1.663074 3.730612 1.085300
H: 1.099829 -4.784397 0.570344
H: 1.857959 -2.674063 0.931063
O: 3.071404 1.389593 1.948497
H: -0.289867 0.619222 3.845447
F: 0.071241 -0.426452 -0.926928
O: -2.703993 1.250676 -1.915447
H: 2.187604 -2.682252 -2.274489
O: 0.726101 -3.905042 0.627747
H: 1.321873 -1.480941 -1.959412
O: -0.989864 3.401367 -1.473897
H: -1.048643 0.427339 2.549557
H: 2.285243 1.165818 1.450383

Atoms 1-6, force components in eV/Å:
0.2 0.1 -0.2
-0.4 -0.7 -0.2
0.0 0.1 -0.2
-0.6 1.2 -0.1
-0.1 0.3 0.3
0.0 0.2 0.1



(3)
Here is a single C4H8O3 molecule in a non-equilibrium geometry from the OMol25 dataset. Energies are from wB97M-V/def2-TZVPD.

Results
DFT total energy ... -10419.451 eV
LUMO ... 0.8 eV
Structure (SMILES) ... CO[C@H](O)C(C)=O
Multiplicity ... 1
Energy above the lowest of the compared OMol25 structures with the same formula, charge and spin ... 149.76 kJ/mol

Positions of all 15 atoms, in Å:
C: 2.308558 -0.091920 0.388283
H: -1.204956 1.954006 0.088312
H: -1.278003 1.526857 -1.620880
H: -2.751711 1.405405 -0.632549
C: -1.318987 -0.162255 -0.381443
O: -2.065755 -1.093902 -0.599092
C: -0.017102 -0.495162 0.340605
O: 0.035342 -1.878922 0.368824
C: -1.668026 1.274048 -0.633242
H: -0.824159 -2.101610 -0.026156
H: 3.064622 0.501924 -0.135101
H: 2.582411 -1.152077 0.342095
H: 2.272445 0.222719 1.443210
H: -0.205783 -0.048421 1.328194
O: 1.071099 0.139311 -0.271065

Atoms 1-6, force components in eV/Å:
0.2 -0.1 0.1
0.0 -0.2 -0.1
0.0 0.1 0.0
0.1 -0.1 -0.1
-0.4 0.4 0.1
-0.2 0.5 -0.3



(4)
Here is a single C3H4N2OS molecule in a non-equilibrium geometry from the OMol25 dataset. Energies are from wB97M-V/def2-TZVPD.

Results
DFT total energy ... -19037.124 eV
LUMO ... 0.4 eV
Structure (SMILES) ... Nc1ncsc1O
Multiplicity ... 1
Energy above the lowest of the compared OMol25 structures with the same formula, charge and spin ... 185.63 kJ/mol

Positions of all 11 atoms, in Å:
C: 1.342300 1.488576 -0.083588
O: 0.201973 -2.114473 0.034240
S: 2.003008 -0.091843 -0.061864
N: 0.084473 1.506762 -0.144572
H: -2.697965 0.748636 0.351797
H: -2.019904 -0.901899 -0.055867
H: 1.035567 -2.605387 -0.009515
H: 2.026023 2.262324 0.169269
N: -1.898727 0.154591 -0.113275
C: 0.484289 -0.782069 -0.012037
C: -0.561035 0.334782 -0.074591

Atoms 1-6, force components in eV/Å:
2.0 -1.2 0.1
0.2 -0.1 -0.1
1.0 -0.2 0.2
-3.1 1.3 0.5
2.9 -1.5 -1.1
-0.7 2.2 0.0